Computed, not measured: one molecule with the formula C6H15N3 at a distorted geometry, with wB97M-V/def2-TZVPD.

## Properties
- total charge = 0
- SMILES string = CCN(C)[C@]1(N)CN1C
- energy relative to the best compared isomer or geometry (same formula, charge and spin) (kcal per mole) = 68.2
- E_tot (hartree) = -401.77859
- multiplicity = 1

```
24
Properties=species:S:1:pos:R:3:forces:R:3:mulliken_charge:R:1
C -2.17168 1.57782 -0.35601 -0.0891 0.1392 -0.1844 -0.8392
C -1.35169 0.85354 0.68760 2.6144 1.3150 -0.0080 -0.6456
N 0.21403 0.85689 0.32045 -2.1973 -0.6821 0.6465 0.1246
C 0.99068 2.09073 0.28919 -0.5343 -0.7567 -0.1270 -1.1829
C 0.72509 -0.34984 -0.24130 -0.6974 -1.1878 0.0769 0.7296
N 2.11358 -0.58354 -0.10290 0.5752 0.5745 0.1977 -0.4642
C -0.06571 -1.13289 -1.28933 0.4922 0.4485 -0.4356 -0.8198
N -0.11442 -1.46473 0.08852 -0.8228 -0.6219 1.3060 -0.0723
C 0.33979 -2.73011 0.62716 -0.0635 0.2427 -0.0440 -1.0323
H -2.20676 1.02777 -1.29967 -0.0194 0.0346 0.1074 0.2147
H -1.76282 2.56914 -0.56788 -0.0422 -0.0413 0.0212 0.2499
H -3.19939 1.70915 -0.00095 0.0718 -0.0170 -0.0474 0.3565
H -1.79448 -0.11383 0.93035 0.8625 -0.0505 -0.3537 0.2988
H -1.33228 1.41286 1.62557 -0.2754 0.1386 -0.0336 0.3990
H 1.43213 2.23701 -0.70452 -0.0094 0.2419 0.1199 0.3319
H 1.78988 2.04418 1.03787 0.0795 0.2270 -0.0585 0.3084
H 0.35610 2.94664 0.53821 0.0645 -0.1623 -0.1126 0.3888
H 2.56376 -1.31531 -0.63789 -0.2162 0.5775 0.0785 0.1835
H 2.69042 0.12662 0.32773 -0.1896 -0.3811 -0.3302 0.1463
H -0.96633 -0.69695 -1.69662 -0.1671 -0.0031 -0.2360 0.0300
H 0.41029 -1.86760 -1.92335 0.3821 0.0331 -0.3884 0.3518
H -0.41541 -3.10541 1.32260 0.0691 -0.1004 -0.0866 0.2740
H 0.48362 -3.47144 -0.16359 0.0605 -0.0672 -0.0037 0.2959
H 1.27160 -2.62073 1.18876 0.0520 0.0986 -0.1043 0.3725
```
Positions in Å, forces in eV/Å.